281
Properties=species:S:1:pos:R:3:forces:R:3:lowdin_charge:R:1 method="wB97M-V/def2-TZVPD" max_force_ev_per_a=3.7 e_homo_ha=-0.2991 molar_mass_da=1495.3 e_tot_ha=-4803.82914
C 3.598658 0.913607 3.164590 -0.7 -0.8 0.3 -0.0172
C 3.144848 -0.271595 4.141042 1.2 0.1 -0.6 -0.3782
C 4.437172 -0.567750 4.924795 1.4 0.7 0.4 -0.1680
C 4.736476 0.317851 6.138222 -1.9 -0.5 1.1 -0.1696
C 3.443965 0.375179 7.036013 0.9 0.7 -0.5 -0.1202
C 2.179523 0.939535 6.296045 3.5 0.7 0.1 -0.4801
N 2.029104 0.047478 5.124254 1.5 -1.1 0.5 -0.0951
O 0.797631 0.250919 4.554626 -0.8 0.4 -1.3 -0.0296
C 0.998068 1.021771 7.245903 -0.3 -1.2 -0.5 -0.0363
C 2.496828 2.427825 5.908950 0.0 0.2 -0.3 -0.0320
C 2.909276 -1.584773 3.254285 -1.2 1.2 0.5 -0.0168
H 4.326595 0.614610 2.410403 0.1 -0.7 0.1 0.0703
H 4.145747 1.657993 3.743109 -0.6 0.4 -0.1 0.0653
H 2.772836 1.278795 2.554062 -0.2 0.5 0.5 0.0502
H 4.628209 -1.616891 5.150416 -0.6 -0.1 0.2 0.1159
H 5.283455 -0.264197 4.308557 -0.1 -0.6 -0.8 0.1068
H 5.117603 1.294439 5.839680 -0.4 0.1 0.0 0.0936
H 5.521151 -0.101088 6.768197 0.1 -0.2 -0.2 0.1057
H 3.697448 0.969903 7.913584 -0.3 0.3 0.1 0.1097
H 3.276228 -0.632591 7.415960 -0.3 -0.2 -0.2 0.0969
H 1.280766 1.395277 8.230113 0.2 0.8 -0.4 0.0896
H 0.241975 1.596210 6.710698 -0.3 0.1 0.6 0.0845
H 0.613246 0.041094 7.525702 -0.2 -0.3 -0.5 0.0736
H 3.506211 2.668774 5.575511 0.1 -0.6 -0.2 0.0573
H 1.834727 2.752265 5.106165 -0.2 0.0 0.0 0.0748
H 2.391054 3.133912 6.732577 -0.5 -0.2 0.3 0.0803
H 3.758224 -1.925217 2.661423 0.5 0.4 0.4 0.0868
H 2.141219 -1.396101 2.504225 -0.3 0.1 0.0 0.0535
H 2.560305 -2.432398 3.844084 0.1 0.2 0.3 0.0481
H 0.307747 -0.492022 4.914705 -0.7 -0.5 0.1 0.0611
C -3.023000 3.283874 3.777312 -0.2 -0.1 -0.6 -0.0242
C -3.965302 4.304234 3.006517 1.0 -0.7 2.1 -0.4741
C -3.728375 4.054963 1.526580 -0.9 1.0 -0.4 -0.1339
C -4.772899 4.819160 0.654094 1.1 -1.7 1.0 -0.1626
C -6.131369 4.383631 1.123699 -1.0 0.9 0.4 -0.1465
C -6.481750 4.595739 2.658918 -0.4 -0.2 -1.1 -0.4551
N -5.368087 4.045783 3.440086 0.0 -0.7 -2.5 -0.1250
O -5.603584 4.218821 4.791030 0.3 0.4 0.9 -0.0058
C -6.798501 6.100073 2.900865 -0.6 -0.3 -0.2 -0.0282
C -7.775802 3.745339 2.936508 1.2 0.5 0.1 -0.0259
C -3.476799 5.707117 3.384567 -0.4 0.2 0.1 -0.0266
H -3.022117 3.254389 4.866916 -0.2 0.7 0.0 0.0755
H -2.001259 3.459368 3.440626 0.1 0.2 0.1 0.0625
H -3.205544 2.243957 3.506485 -0.4 -0.1 -0.4 0.0670
H -2.709191 4.372306 1.306015 0.1 -0.1 -0.1 0.1075
H -3.816567 2.999206 1.270250 0.0 -0.1 0.1 0.1040
H -4.644230 4.393581 -0.341106 0.0 0.7 -0.4 0.1051
H -4.737068 5.908153 0.684241 0.5 -0.1 -0.1 0.1089
H -6.374327 3.374379 0.791312 0.1 -0.2 0.3 0.0916
H -6.748968 5.063595 0.536911 -0.9 -0.2 0.2 0.1151
H -7.180829 6.322381 3.897112 1.0 -0.1 0.5 0.0809
H -5.994955 6.740121 2.536527 0.0 0.1 0.5 0.0647
H -7.693992 6.425468 2.371425 0.0 -0.4 -0.8 0.0769
H -8.140042 3.907694 3.950944 -0.3 0.4 -0.1 0.0774
H -8.498780 3.996083 2.160274 -0.3 -0.1 0.3 0.0876
H -7.540593 2.681428 2.906945 0.2 0.1 -0.3 0.0481
H -3.717784 5.909705 4.428109 0.1 0.0 0.1 0.0869
H -3.982538 6.479120 2.804612 0.1 0.0 -0.1 0.0627
H -2.402114 5.807047 3.232339 0.0 0.0 0.0 0.0728
H -5.715794 3.316263 5.098283 0.0 0.0 0.3 0.1069
C 1.379094 -1.098261 -0.721535 0.7 0.6 -0.6 -0.0077
C -0.077844 -0.520783 -0.868084 0.8 -1.4 0.2 -0.4077
C -0.826684 -0.793638 0.447342 0.2 1.8 2.2 -0.0947
C -0.430540 0.271355 1.540679 0.3 -0.7 -1.1 -0.1696
C -0.415749 1.659626 0.975998 -0.5 0.7 1.1 -0.1319
C 0.344926 1.939138 -0.348651 -0.7 0.0 2.6 -0.4957
N -0.051712 0.915776 -1.277017 -2.4 -1.1 2.6 -0.1230
O 0.497288 1.102669 -2.490452 1.7 0.1 -2.2 -0.0117
C -0.184619 3.271307 -0.802761 -0.5 0.4 -0.9 -0.0207
C 1.838947 2.060716 -0.047403 0.3 -0.6 -1.3 -0.0086
C -0.890083 -1.268774 -1.946793 0.5 -0.3 -1.1 -0.0306
H 2.067851 -0.604420 -1.406995 -0.3 -0.1 -1.0 0.0635
H 1.502819 -2.172337 -0.859869 -0.4 -0.1 0.0 0.0708
H 1.972869 -0.828802 0.151917 -0.9 -0.2 0.9 0.0545
H -1.909298 -0.785756 0.320910 -0.1 0.5 -0.3 0.0868
H -0.670172 -1.730912 0.981309 0.6 -0.6 -1.0 0.0960
H 0.563671 0.207907 1.982976 0.5 -1.1 -0.6 0.0763
H -0.970775 0.201375 2.484784 -0.8 0.1 -0.3 0.0963
H 0.080220 2.143215 1.817567 0.2 1.0 -0.4 0.1069
H -1.415987 2.092584 0.963091 -0.2 -0.1 -0.4 0.1004
H -1.268812 3.205303 -0.893619 -0.2 0.0 0.2 0.0794
H 0.077567 4.063841 -0.101868 0.1 0.0 -0.1 0.0772
H 0.149773 3.515582 -1.811032 0.4 0.2 0.0 0.0698
H 2.276321 1.160874 0.385141 -0.1 0.1 0.2 0.0480
H 2.238112 2.139988 -1.058580 0.8 0.2 0.0 0.0758
H 2.124624 2.937227 0.534156 -0.3 0.0 -0.1 0.0689
H -0.488369 -1.152499 -2.953377 0.3 0.4 -0.1 0.0722
H -1.935758 -0.976407 -2.042582 0.0 0.2 0.5 0.0611
H -0.879555 -2.357728 -1.900373 0.0 -0.1 0.8 0.0813
H -0.192963 0.892838 -3.123799 -0.2 0.2 -0.2 0.0993
C -1.416509 -5.045836 2.908771 -0.1 -0.1 0.8 -0.0957
O -0.779468 -3.799737 2.805473 -0.4 0.6 0.1 -0.2273
C -1.507752 -2.705295 3.376888 1.5 -0.3 1.2 -0.1683
C -1.721809 -2.697157 4.935873 -0.4 -0.4 -0.7 -0.1757
N -0.563418 -2.409249 5.763759 1.3 0.6 -0.3 -0.0531
C 0.453234 -3.455467 5.786509 0.0 -0.7 0.6 -0.1894
C 1.365271 -3.397832 7.017142 -0.2 0.3 0.6 -0.1889
O 0.589284 -3.545460 8.235170 0.4 -0.3 -0.5 -0.2267
C 1.312357 -4.080578 9.378090 -1.1 0.6 -1.5 -0.0742
H -1.285876 -5.422861 3.923111 0.2 -0.4 0.1 0.0777
H -0.962760 -5.743607 2.204975 -0.1 0.1 0.0 0.0855
H -2.497246 -4.955853 2.799192 -0.2 0.0 -0.5 0.0895
H -2.433660 -2.535393 2.827406 -0.3 -0.1 0.1 0.1088
H -0.819053 -1.877609 3.207389 -0.2 0.3 -0.2 0.0953
H -2.161697 -3.608502 5.340901 -0.5 -0.4 -0.5 0.1117
H -2.451240 -1.901780 5.088851 0.0 0.1 0.1 0.1177
H -0.847281 -2.400239 6.733006 -0.5 0.5 0.1 0.1045
H 1.028497 -3.531851 4.863835 0.1 0.4 0.1 0.0938
H -0.036848 -4.422342 5.900842 -0.3 -0.5 -0.2 0.1143
H 1.905240 -2.456737 7.121437 0.1 0.2 -0.4 0.0989
H 2.096941 -4.201079 6.930263 0.1 -0.2 0.0 0.1202
H 2.254208 -3.547412 9.507540 0.0 0.0 0.2 0.0834
H 1.467467 -5.146367 9.210377 0.2 -0.1 0.2 0.0834
H 0.604300 -3.907605 10.188537 0.4 -0.1 0.2 0.0871
C 6.693141 -11.256451 -0.620456 1.3 -0.3 -0.7 -0.1346
O 6.475496 -9.885709 -0.617198 -0.6 0.3 -0.1 -0.1778
C 5.291455 -9.568248 0.064631 -0.7 1.0 -0.5 -0.2217
C 4.708696 -8.244153 -0.478820 0.6 -0.1 -1.0 -0.2306
N 3.386966 -8.071266 0.020539 -0.9 -0.6 1.4 -0.0775
C 2.704246 -6.867387 -0.413527 1.3 1.5 0.7 -0.2040
C 1.476202 -6.438774 0.398907 0.4 -1.6 1.0 -0.1879
O 1.750729 -5.960624 1.746530 -0.4 1.3 -1.3 -0.2004
C 1.950208 -4.520123 1.784135 0.6 -1.2 0.0 -0.0951
H 5.865607 -11.786832 -1.091600 -0.1 -0.2 0.3 0.0914
H 6.990441 -11.648216 0.352289 -0.5 -0.1 0.4 0.0879
H 7.579177 -11.399483 -1.238990 0.0 -0.2 -0.2 0.0872
H 5.498583 -9.623595 1.133331 -0.1 0.7 0.4 0.1244
H 4.440448 -10.237633 -0.061172 0.3 -0.8 -0.5 0.1164
H 4.568761 -8.232438 -1.559743 0.5 -0.8 -0.3 0.1075
H 5.388802 -7.402797 -0.345887 0.2 0.4 0.6 0.1187
H 3.554592 -8.057640 1.016438 -0.9 0.3 0.5 0.1145
H 2.570203 -6.851717 -1.495137 -0.5 -0.4 0.0 0.1221
H 3.424591 -6.061758 -0.271518 0.2 0.7 -0.1 0.0988
H 0.967775 -7.364328 0.668983 -0.6 0.0 -0.6 0.1176
H 0.858055 -5.756334 -0.184424 -0.1 0.1 0.2 0.1170
H 2.035306 -4.260891 2.839434 0.2 0.0 -0.2 0.0634
H 1.161862 -3.900413 1.356852 -0.4 -0.4 -0.1 0.0693
H 2.866058 -4.339357 1.221416 0.3 0.5 0.2 0.0777
C -4.015553 -2.683665 -0.204646 -0.8 0.6 -0.1 -0.0573
O -4.670059 -1.385190 -0.130692 0.5 0.0 0.6 -0.2152
C -4.834961 -0.883504 1.198066 -0.5 -1.7 1.8 -0.2400
C -5.981054 0.063654 1.444182 0.9 0.3 -1.4 -0.2218
N -7.270240 -0.565024 1.111487 2.7 0.5 1.2 -0.0378
C -8.235325 0.463796 1.040182 -2.2 -1.0 -1.0 -0.2062
C -9.609146 -0.304848 0.834865 0.8 2.8 0.0 -0.1777
O -9.722236 -0.584834 -0.575943 0.0 0.7 1.8 -0.1882
C -11.017351 -1.035009 -0.826205 0.0 -1.9 -0.7 -0.1458
H -4.645659 -3.417062 0.298537 0.0 -0.1 0.1 0.0886
H -3.012168 -2.726972 0.218944 0.0 0.4 0.2 0.0673
H -3.943195 -2.933827 -1.263082 0.0 0.1 0.0 0.0811
H -3.941398 -0.572873 1.739512 0.6 0.6 -0.8 0.1124
H -5.163726 -1.673897 1.872829 0.1 -1.1 -0.2 0.1142
H -5.716186 0.975393 0.908758 -0.7 0.5 -0.9 0.0899
H -5.913452 0.477861 2.450143 -0.3 -0.7 0.5 0.1243
H -7.144218 -1.074744 0.248698 -0.2 0.1 -0.3 0.1116
H -8.079041 1.128996 0.190958 -0.2 0.1 -0.6 0.1016
H -8.110339 1.163508 1.866559 -0.7 -0.6 0.5 0.0867
H -10.418808 0.367467 1.118678 -0.3 0.3 -0.1 0.1089
H -9.721998 -1.144076 1.521202 0.4 -0.5 -0.5 0.1186
H -11.905723 -0.427902 -0.652049 0.5 1.1 -0.1 0.0874
H -11.201716 -1.896856 -0.184862 -0.1 -0.5 0.0 0.0820
H -10.961024 -1.381686 -1.858064 -0.6 0.0 0.0 0.0922
C -0.253771 -4.183962 -4.499030 -1.3 -0.2 -1.0 -0.0438
C -1.649023 -3.606280 -4.964636 1.0 -0.9 0.1 -0.3989
C -1.862857 -3.546307 -6.521438 1.8 -0.2 1.1 -0.1814
O -0.832294 -2.689495 -7.014800 -0.6 0.0 0.1 -0.2166
C -0.829842 -2.526019 -8.430277 0.0 0.5 1.1 -0.0942
N -2.705675 -4.309832 -4.267197 -1.0 -0.7 0.3 0.0216
H 0.510123 -3.769515 -5.156904 0.2 0.1 0.4 0.0677
H -0.236996 -5.266165 -4.628048 -0.1 -0.2 -0.3 0.0681
H -0.079853 -4.065849 -3.429497 0.1 0.6 -0.1 0.0548
H -1.666939 -2.597311 -4.552626 -0.1 0.4 -0.5 0.1079
H -2.908444 -3.285880 -6.685830 0.0 0.8 -0.4 0.1153
H -1.688651 -4.479545 -7.056997 -0.2 -0.7 0.5 0.1202
H -0.677505 -3.450098 -8.987924 -0.1 -0.2 0.1 0.0844
H 0.019418 -1.864454 -8.601156 -0.2 0.1 -0.4 0.0882
H -1.784834 -2.054288 -8.661708 0.1 0.1 -0.7 0.0876
H -3.610031 -4.253275 -4.713330 -0.2 0.9 -0.2 0.0618
H -2.642380 -5.316887 -4.223358 1.0 -0.2 0.0 0.0657
C -4.379297 0.070386 -3.450202 -1.2 0.1 0.0 -0.0447
C -4.622956 1.299991 -2.518420 -0.3 -1.3 -1.6 -0.4219
C -6.084591 1.420635 -2.064666 -0.1 0.7 -2.3 -0.1450
O -6.787716 1.760555 -3.315565 -0.8 -0.7 0.6 -0.2045
C -8.192372 2.061549 -3.162932 0.8 0.4 0.8 -0.0907
N -3.743946 1.199569 -1.413120 0.6 0.8 1.8 0.0739
H -5.085765 0.024110 -4.278980 0.1 0.3 -0.2 0.0690
H -4.581064 -0.855699 -2.911899 0.3 -0.1 0.4 0.0646
H -3.367434 0.047995 -3.854841 0.1 0.1 0.1 0.0639
H -4.446720 2.182075 -3.134014 0.2 0.3 0.2 0.1252
H -6.198203 2.280824 -1.404912 0.0 -0.1 0.5 0.1079
H -6.455044 0.482805 -1.650737 -0.2 0.0 0.2 0.1188
H -8.263239 3.027603 -2.663094 -0.2 0.3 0.1 0.0776
H -8.740648 1.356384 -2.538255 0.2 -0.4 0.0 0.0678
H -8.730169 2.155195 -4.106389 0.6 -0.2 -0.3 0.0821
H -2.822363 0.851505 -1.635913 0.2 0.2 -0.3 0.0441
H -4.099872 0.543621 -0.732580 -0.1 -0.1 -0.1 0.0367
C -2.007391 4.360461 -4.301285 -1.0 -0.2 0.1 -0.0629
C -0.580536 4.217331 -4.768945 0.1 1.0 -0.9 -0.4400
C -0.528059 3.866139 -6.274836 0.6 -1.1 0.5 -0.1853
O 0.779094 3.565599 -6.762625 0.6 -0.1 0.4 -0.2068
C 1.463087 2.361349 -6.311256 -1.0 1.3 -1.0 -0.0742
N 0.108324 5.489591 -4.630304 0.3 0.9 0.5 0.0563
H -2.481047 5.321941 -4.499571 0.4 0.3 0.0 0.0851
H -2.077672 4.138244 -3.236500 -0.1 0.2 0.1 0.0632
H -2.675776 3.658973 -4.800561 0.1 -0.4 0.0 0.0691
H -0.143643 3.495485 -4.078895 0.3 -0.8 -0.6 0.1013
H -0.850931 4.658743 -6.949853 -0.1 0.4 0.6 0.1323
H -1.242131 3.059512 -6.440828 0.1 -0.6 -0.1 0.1102
H 1.386018 2.252193 -5.229471 -0.1 -0.4 0.0 0.0597
H 2.506128 2.454980 -6.613586 0.0 0.2 0.2 0.0797
H 1.043669 1.568568 -6.930681 -0.1 -0.6 0.6 0.0828
H 1.089490 5.467822 -4.868925 0.1 -0.4 -0.5 0.0592
H 0.127698 5.788690 -3.665803 -0.3 0.1 0.3 0.0435
C 5.672733 4.579687 -0.231376 0.5 -0.9 -0.6 -0.0472
C 5.111384 5.661607 -1.165010 0.4 -1.2 1.0 -0.4197
C 4.120278 5.157640 -2.176339 0.7 -0.6 -1.6 -0.1880
O 4.803537 4.303127 -3.113655 0.0 0.2 0.4 -0.1905
C 4.030886 3.960415 -4.238000 -0.7 -0.1 0.3 -0.1265
N 4.421173 6.637382 -0.387194 0.1 1.2 -0.2 0.0287
H 4.945798 4.071586 0.402260 -0.5 0.1 -0.2 0.0704
H 6.440308 4.925955 0.460730 0.0 0.5 -0.2 0.0747
H 6.143644 3.807502 -0.839720 0.1 -0.2 0.0 0.0708
H 5.980051 6.074381 -1.677987 -0.2 0.4 -0.2 0.1491
H 3.707078 5.991397 -2.743980 0.0 0.3 0.1 0.1214
H 3.270672 4.656918 -1.712070 -0.1 -0.4 0.2 0.1121
H 3.591302 4.824943 -4.735451 0.3 0.5 -0.2 0.0799
H 3.152155 3.394069 -3.929466 -0.2 -0.5 0.1 0.0681
H 4.593898 3.351178 -4.945068 0.2 0.1 0.2 0.0847
H 3.772601 6.181733 0.238774 0.2 -0.1 0.4 0.0660
H 5.080156 7.219096 0.110244 -0.2 0.0 0.4 0.0993
C 1.072037 6.865994 -1.151825 -1.3 -1.0 0.4 -0.0691
C 0.986365 7.661263 0.157414 0.6 -0.1 -0.1 -0.3887
C 0.734990 6.804473 1.431927 0.6 0.6 -1.2 -0.1613
O 1.575903 5.661587 1.419373 0.8 2.4 -2.5 -0.1947
C 1.328819 4.831347 2.426729 -1.1 -1.5 2.1 -0.1738
N 2.232293 8.423236 0.216862 0.2 0.0 1.1 0.0272
H 0.124101 6.347136 -1.294338 -0.4 0.2 -0.6 0.0658
H 1.758809 6.019671 -1.138629 0.4 0.4 0.4 0.0435
H 1.349385 7.503629 -1.991230 -0.3 0.0 0.0 0.0842
H 0.184914 8.400036 0.156256 -0.3 -0.2 -0.3 0.1312
H -0.315470 6.517724 1.481101 -0.2 -0.3 -0.2 0.1138
H 0.928052 7.421797 2.309264 0.2 0.1 0.2 0.1267
H 0.279343 4.539133 2.390650 -0.4 -0.7 -0.1 0.0752
H 1.381666 5.314127 3.402544 0.6 0.1 0.4 0.0964
H 1.989065 3.967561 2.349021 -0.1 0.0 0.3 0.0833
H 2.940368 7.713129 0.096569 0.3 0.4 0.1 -0.0053
H 2.336276 8.912301 -0.660699 -0.2 0.4 -0.1 0.0646
C 6.195302 -7.115660 -3.816229 -0.4 0.3 0.4 -0.0582
C 5.115964 -6.389481 -4.672742 0.9 -0.6 1.1 -0.3993
C 4.701817 -4.933413 -4.257869 -0.2 -1.0 0.0 -0.1710
O 4.526956 -4.791393 -2.866780 -0.3 -1.1 0.3 -0.1785
C 4.011890 -3.556479 -2.494033 0.1 1.1 0.1 -0.1264
N 5.569525 -6.352227 -6.049872 0.8 0.3 -0.6 0.0173
H 6.003320 -7.030959 -2.746615 0.3 0.4 0.0 0.0492
H 7.207337 -6.832851 -4.105885 0.1 0.5 0.4 0.0755
H 6.197634 -8.195451 -3.965037 -0.4 -0.1 -0.4 0.0752
H 4.291515 -7.101556 -4.636303 -0.6 0.6 0.1 0.1287
H 3.762312 -4.740672 -4.775820 -0.2 0.2 -0.1 0.1194
H 5.402637 -4.169933 -4.595594 0.5 -0.1 -0.3 0.1106
H 3.184397 -3.204788 -3.110199 -0.2 -0.2 -0.4 0.0879
H 4.787294 -2.791426 -2.533452 0.2 0.1 -0.2 0.0610
H 3.632958 -3.515689 -1.472828 0.1 -0.7 0.2 0.0767
H 6.177305 -7.149068 -6.175431 -0.7 -1.2 -0.3 0.0619
H 6.372979 -5.740280 -6.040167 -0.1 1.3 -0.2 0.0616
C 6.150517 -0.901300 -4.432315 0.0 0.8 0.5 -0.0427
C 4.928179 -0.212310 -3.759782 -0.8 0.5 0.1 -0.3937
C 5.362736 0.939797 -2.773552 1.2 -1.5 -0.8 -0.1532
O 6.129396 0.377163 -1.690661 -0.6 1.5 -1.3 -0.1731
C 5.276454 -0.234831 -0.803280 0.5 -1.1 1.3 -0.1387
N 4.076114 0.374107 -4.815363 0.8 0.3 -1.0 0.0369
H 6.471323 -0.174286 -5.178402 0.3 0.1 0.0 0.0799
H 6.071636 -1.845766 -4.970704 -0.9 -0.1 0.1 0.0577
H 6.973514 -1.078257 -3.739881 -0.1 0.3 0.2 0.0780
H 4.167429 -0.867008 -3.334655 1.0 -0.6 1.1 0.0990
H 4.528741 1.551497 -2.429502 -0.3 -0.2 0.2 0.1068
H 6.048090 1.614304 -3.286807 -0.1 0.0 -0.2 0.1253
H 4.392686 0.344111 -0.535168 -0.1 0.2 -0.1 0.0738
H 5.888664 -0.406388 0.082084 -0.3 0.0 0.3 0.0942
H 4.980366 -1.223800 -1.153087 -0.3 -0.1 -0.1 0.0642
H 3.099258 0.356532 -4.559346 -0.1 0.1 0.2 0.0601
H 4.179518 -0.308047 -5.552980 -0.4 0.2 -0.6 0.0637